ORCA calculation (the ωB97M-V functional and the def2-TZVPD basis) on a cluster of 2 separate species, CH6NO2 in total in a non-equilibrium geometry.

The geometry in XYZ format:
```
10
Properties=species:S:1:pos:R:3:forces:R:3
O -2.287905 -0.774855 1.226525 0.3874 -0.2299 0.2975
H -2.700383 -0.789067 0.369145 -0.5202 0.0579 -0.4063
N 0.084442 -0.573530 -0.139486 0.9575 -1.3056 0.1093
C 0.758773 0.614035 -0.092222 -0.3579 2.1727 0.6081
O 2.213757 0.827821 -0.684111 -1.2434 -1.3292 0.0478
H -1.330013 -0.793388 0.905056 0.1495 0.2685 0.0768
H -0.226610 -0.799162 -1.082886 -0.0185 0.3584 -0.1011
H 0.931846 0.963409 0.944678 -0.1263 -0.4506 -0.1715
H 0.198893 1.436328 -0.571135 0.3645 0.2878 -0.3875
H 2.357200 -0.111589 -0.875564 0.4073 0.1699 -0.0731
```
Forces are in eV/Å.

Calculated values
HOMO-LUMO gap: 7.4 eV
Energy above the lowest of the compared OMol25 structures with the same formula, charge and spin: 89.7 kJ/mol
Largest force on an atom: 2.3 eV/Å
Net charge: -1

ORCA calculation (the ωB97M-V functional and the def2-TZVPD basis) on a cluster of 2 separate species, CH6NO2 in total in a non-equilibrium geometry.

The geometry in XYZ format:
```
10
Properties=species:S:1:pos:R:3:forces:R:3
O 1.864532 1.133437 1.450892 0.6822 -0.9201 -0.7789
H 1.123404 1.185898 0.768915 -0.4706 -0.2186 0.8033
N -0.550642 0.651445 0.103153 0.4497 -0.2250 -0.7221
C -0.204100 -0.589414 -0.501882 -0.5141 1.7488 -0.2895
O -1.316577 -1.224137 -1.180163 -0.8118 -0.8994 -0.3823
H 2.213684 0.226390 1.278877 -0.4542 1.1001 0.2923
H -1.465633 0.569196 0.536012 0.1349 -0.2577 0.5494
H 0.538477 -0.343863 -1.272914 0.3268 -0.1856 -0.0853
H 0.256955 -1.396889 0.110793 -0.4495 -0.1443 0.1842
H -2.018097 -0.571196 -1.381048 1.1065 0.0019 0.4289
```
Forces are in eV/Å.

Calculated values
HOMO-LUMO gap: 6.5 eV
Energy above the lowest of the compared OMol25 structures with the same formula, charge and spin: 109.5 kJ/mol
Largest force on an atom: 1.8 eV/Å
Net charge: -1

ORCA calculation (the ωB97M-V functional and the def2-TZVPD basis) on the molecule CH6NO2PS2 in a non-equilibrium geometry.

The geometry in XYZ format:
```
13
Properties=species:S:1:pos:R:3:forces:R:3
C 1.337244 0.927427 1.069324 0.9992 -2.2558 -1.4869
O 0.030191 0.439497 1.494124 1.7594 1.1112 0.8051
P -0.913016 -0.052677 0.389754 -0.3795 -3.0928 -3.1307
S -2.545271 -0.867021 1.064036 1.0807 0.6861 -0.7365
S -0.976991 1.620952 -1.011260 -0.1956 -1.3005 0.4889
O 0.328547 -1.260857 -0.529748 -0.7028 3.1298 3.3459
N 0.053121 -2.019728 -1.614211 -0.1315 1.1114 -1.7536
H 1.984818 -0.000105 0.966035 -0.7478 1.2690 -0.1725
H 1.799626 1.540867 1.774185 0.0547 0.9540 1.6551
H 1.297050 1.501385 0.125167 -0.1752 -0.6014 0.4662
H -1.574676 2.130479 0.057702 -0.4217 0.7516 0.0876
H -0.101360 -1.357068 -2.424235 -0.3180 -1.4259 0.9859
H -0.719286 -2.603155 -1.360877 -0.8218 -0.3367 -0.5546
```
Forces are in eV/Å.

Calculated values
HOMO-LUMO gap (spin up / spin down): 9.0 / 9.0 eV
Energy above the lowest of the compared OMol25 structures with the same formula, charge and spin: 59.4 kJ/mol
Largest force on an atom: 4.6 eV/Å
Structure (SMILES): CO[P@@](=S)(S)ON

ORCA calculation (the ωB97M-V functional and the def2-TZVPD basis) on the molecule CH6NO2PS2 in a non-equilibrium geometry.

The geometry in XYZ format:
```
13
Properties=species:S:1:pos:R:3:forces:R:3
C -0.335557 2.100566 -0.105457 -0.9749 -0.0465 -0.9767
O 0.200497 1.300132 0.931967 -0.6181 1.8705 0.8023
P 0.099619 -0.225827 1.018372 2.3434 -2.5909 -1.1605
S 1.037892 -0.814739 2.596423 -1.0279 -0.3362 -0.6254
S -1.862012 -0.624610 0.344725 -0.2570 -0.6737 0.6074
O 0.929303 -0.540120 -0.468022 -0.3316 -0.5388 0.4580
N 1.094828 -1.932023 -0.904926 0.3920 0.3172 1.0722
H -1.461434 2.052320 -0.237703 0.9749 0.5756 1.2239
H -0.085838 1.523554 -0.977059 0.8742 0.8111 -1.1172
H 0.099860 3.125271 0.020781 -0.6318 -1.0986 -0.4788
H -2.037548 -1.869300 0.885774 0.3533 0.6765 -0.1164
H 1.915983 -1.982536 -1.510331 0.4464 0.7988 0.7538
H 0.404408 -2.112690 -1.594544 -1.5430 0.2352 -0.4427
```
Forces are in eV/Å.

Calculated values
HOMO-LUMO gap: 9.4 eV
Energy above the lowest of the compared OMol25 structures with the same formula, charge and spin: 0.0 kJ/mol
Largest force on an atom: 3.7 eV/Å
Structure (SMILES): CO[P@@](=S)(S)ON

ORCA calculation (the ωB97M-V functional and the def2-TZVPD basis) on a cluster of 3 separate species, CH6NO4 in total in a non-equilibrium geometry.

The geometry in XYZ format:
```
12
Properties=species:S:1:pos:R:3:forces:R:3
N -0.683943 0.490375 -1.737377 0.2335 -0.4972 -0.6576
C 0.204578 -0.278230 -0.981899 0.4727 0.7545 1.1614
O 0.792923 0.369602 -0.028808 -0.3163 -0.3198 -0.2922
O 0.360437 -1.470008 -1.259183 -0.1283 -0.2331 -0.2791
H -1.037019 1.346190 -1.364645 -0.0882 0.1568 0.3561
H -1.310822 -0.083470 -2.264144 -0.3195 0.0516 -0.1771
H 1.460029 -0.902816 1.041931 0.0785 0.0538 -0.1298
H 1.089521 -2.334669 1.064776 -0.5658 -0.7353 -0.6738
O 1.659807 -1.738732 1.520779 0.5693 0.6708 0.7879
H -0.332747 1.259879 0.792789 -0.6410 0.8245 -0.2682
H -1.107132 1.492610 2.058675 -0.3250 0.3519 -0.1854
O -1.095632 1.849269 1.157106 1.0302 -1.0785 0.3578
```
Forces are in eV/Å.

Calculated values
HOMO-LUMO gap: 9.2 eV
Energy above the lowest of the compared OMol25 structures with the same formula, charge and spin: 0.0 kJ/mol
Largest force on an atom: 1.5 eV/Å
Net charge: -1

ORCA calculation (the ωB97M-V functional and the def2-TZVPD basis) on a cluster of 3 separate species, CH6NO4 in total.

The geometry in XYZ format:
```
12
Properties=species:S:1:pos:R:3:forces:R:3
N -1.899861 0.465582 -0.359040 0.1886 -0.3421 -0.0856
C -0.780106 -0.426173 -0.342998 -0.2481 0.0777 -0.1806
O -0.175138 -0.488723 0.766685 0.1497 -0.0250 -0.0527
O -0.528947 -1.020356 -1.408069 0.0877 -0.0123 0.2505
H -1.790105 1.177653 0.345690 -0.1321 0.2049 -0.1374
H -2.027309 0.806324 -1.299710 -0.1902 0.1950 0.0881
H 1.382280 -1.095488 0.328251 0.0813 -0.0256 0.1824
H 2.258684 -1.863751 -0.662961 -0.0958 0.1116 0.0665
O 2.318813 -1.377002 0.165662 0.0906 -0.1151 -0.1357
H 0.233484 1.716130 1.496854 0.0660 0.1031 -0.1024
H 0.447650 1.924314 0.062793 0.0902 0.1255 -0.0929
O 0.371823 2.447383 0.870532 -0.0881 -0.2978 0.1997
```
Forces are in eV/Å.

Calculated values
HOMO-LUMO gap: 9.2 eV
Energy above the lowest of the compared OMol25 structures with the same formula, charge and spin: 10.8 kJ/mol
Largest force on an atom: 0.4 eV/Å
Net charge: -1

ORCA calculation (the ωB97M-V functional and the def2-TZVPD basis) on a cluster of 2 separate species, CH6NOPS in total in a non-equilibrium geometry.

The geometry in XYZ format:
```
11
Properties=species:S:1:pos:R:3:forces:R:3
C 0.207390 1.443873 0.771319 -0.0537 -2.0498 2.2058
N 1.043787 -1.867329 0.039018 -2.2301 2.9215 1.3325
O -0.243120 0.325503 -1.607839 -0.1286 0.3955 2.3717
P -0.587076 0.034555 0.004924 -0.4045 -1.0430 -0.3370
S -2.529407 0.001673 0.411800 1.8869 -0.6197 -0.3346
H -0.076981 2.163797 0.108659 -0.6695 2.4835 -1.6289
H -0.050932 1.691780 1.824358 -0.1201 -0.4795 -0.9393
H 1.230626 1.237813 0.683029 1.7092 0.0641 -0.0531
H 0.808294 -1.958367 -0.934672 -0.1489 -0.8474 -0.4331
H 0.477960 -2.510700 0.621324 0.1963 0.1992 -0.8249
H -0.280541 -0.562600 -1.921921 -0.0371 -1.0245 -1.3591
```
Forces are in eV/Å.

Calculated values
HOMO-LUMO gap: 7.9 eV
Energy above the lowest of the compared OMol25 structures with the same formula, charge and spin: 278.1 kJ/mol
Largest force on an atom: 3.9 eV/Å

ORCA calculation (the ωB97M-V functional and the def2-TZVPD basis) on a cluster of 2 separate species, CH6NOPS2 in total in a non-equilibrium geometry.

The geometry in XYZ format:
```
12
Properties=species:S:1:pos:R:3:forces:R:3
C -1.359285 1.877351 -0.033198 -0.0651 -0.1714 0.0095
N 0.236104 -2.593318 -0.495344 0.8736 2.5922 1.2674
O 1.833758 -0.660457 1.372548 0.0075 0.1399 -0.0309
P 0.921475 -0.112900 0.189974 -0.5452 -1.5095 -0.8674
S 1.850975 1.049165 -1.047947 -0.5634 -0.7858 0.4866
S -0.751347 0.701118 1.209184 0.5605 -0.4087 -0.4868
H -0.647088 1.932252 -0.856281 -0.0702 0.0699 0.0708
H -1.439538 2.843147 0.453891 0.0079 0.0919 -0.0191
H -2.332632 1.548941 -0.386192 0.0074 0.0254 -0.0415
H 0.881142 -2.676985 -1.278551 -0.0352 0.1179 -0.1741
H -0.685492 -2.438466 -0.895265 -0.0577 0.1881 -0.1786
H 1.491927 -1.469847 1.767176 -0.1199 -0.3499 -0.0358
```
Forces are in eV/Å.

Calculated values
HOMO-LUMO gap (spin up / spin down): 7.5 / 7.4 eV
Energy above the lowest of the compared OMol25 structures with the same formula, charge and spin: 253.0 kJ/mol
Largest force on an atom: 3.0 eV/Å

ORCA calculation (the ωB97M-V functional and the def2-TZVPD basis) on the molecule CH6NOPSi in a non-equilibrium geometry.

The geometry in XYZ format:
```
11
Properties=species:S:1:pos:R:3:forces:R:3
N 2.228056 0.172701 -0.257364 1.0310 1.5752 -1.6219
C 1.196147 -0.248979 0.492719 0.9439 -3.6373 1.2161
O 1.306393 -1.380342 1.041279 -0.9698 2.5082 -0.9446
P -0.179680 0.919194 0.647055 0.1014 0.7804 -0.2926
Si -2.030987 -0.249720 0.030756 -2.3124 -0.1083 0.5006
H 2.933968 -0.558449 -0.413253 -0.3069 0.8968 0.0644
H 2.240721 1.094442 -0.796507 0.0672 -2.2882 1.1676
H 0.332782 1.550745 -0.564389 -1.2574 -0.1202 0.5587
H -2.322116 -1.615212 0.729479 0.7554 1.1698 -0.5403
H -2.457212 -0.322940 -1.389428 0.6925 -0.2253 -0.1031
H -3.248075 0.638555 0.479649 1.2550 -0.5511 -0.0049
```
Forces are in eV/Å.

Calculated values
HOMO-LUMO gap: 10.0 eV
Energy above the lowest of the compared OMol25 structures with the same formula, charge and spin: 20.5 kJ/mol
Largest force on an atom: 3.9 eV/Å
Structure (SMILES): NC(=O)P[SiH3]

ORCA calculation (the ωB97M-V functional and the def2-TZVPD basis) on a cluster of 2 separate species, CH6NPS in total.

The geometry in XYZ format:
```
10
Properties=species:S:1:pos:R:3:forces:R:3
C 2.066735 -0.980653 1.833291 -0.4374 -0.0968 -0.1950
N -2.760459 1.128231 -2.212282 -0.1359 -0.0216 -0.0558
P 0.404959 0.399576 -0.392462 0.0333 -0.4049 0.2729
S 0.534388 -1.161416 0.813570 0.3642 0.4874 -0.0954
H 2.916546 -0.829623 1.177927 0.0365 0.0047 -0.0644
H 2.175193 -1.899569 2.401185 0.0791 -0.0738 0.0903
H 1.946825 -0.134423 2.501406 -0.0145 0.0429 0.0287
H -2.492415 0.267803 -1.746599 0.0610 0.1100 -0.0296
H -2.770154 1.856164 -1.507281 0.0293 -0.0280 -0.0293
H -2.021618 1.353909 -2.868754 -0.0157 -0.0201 0.0776
```
Forces are in eV/Å.

Calculated values
HOMO-LUMO gap (spin up / spin down): 6.6 / 6.6 eV
Energy above the lowest of the compared OMol25 structures with the same formula, charge and spin: 185.5 kJ/mol
Largest force on an atom: 0.6 eV/Å

ORCA calculation (the ωB97M-V functional and the def2-TZVPD basis) on a cluster of 3 separate species, CH6NPS in total in a non-equilibrium geometry.

The geometry in XYZ format:
```
10
Properties=species:S:1:pos:R:3:forces:R:3
C -1.872635 -1.130734 -0.149497 2.6688 2.1521 0.3864
N 0.672729 -0.811645 0.083197 0.7757 0.4209 -0.7207
P -0.787967 0.122541 0.015619 -0.0205 -1.4051 -0.0901
S 2.249700 -0.136302 -0.141772 0.6464 -0.7677 2.3021
H -2.855563 -0.930086 -0.155301 -3.4755 1.2824 -0.2311
H -1.749846 -2.144218 -0.049843 1.0668 -2.3524 -0.0023
H 0.065359 4.005987 0.087885 2.4738 -2.2176 -0.7160
H 0.728196 -1.558833 -0.585164 -0.9102 -0.6327 0.0897
H 0.706429 3.427099 -0.096796 -2.4636 2.2248 0.7186
H 2.843602 -0.843806 0.991669 -0.7616 1.2951 -1.7366
```
Forces are in eV/Å.

Calculated values
HOMO-LUMO gap: 9.2 eV
Energy above the lowest of the compared OMol25 structures with the same formula, charge and spin: 329.3 kJ/mol
Largest force on an atom: 3.7 eV/Å

ORCA calculation (the ωB97M-V functional and the def2-TZVPD basis) on a cluster of 3 separate species, CH6NPS in total in a non-equilibrium geometry.

The geometry in XYZ format:
```
10
Properties=species:S:1:pos:R:3:forces:R:3
C -1.827618 -0.732838 0.381206 -5.6370 -0.8146 -0.7799
N 0.775654 -0.738559 0.567124 -0.6198 -0.4294 -0.2742
P -0.620546 0.153789 1.082646 4.7522 3.1819 2.7274
S 2.377622 -0.290319 1.061572 -1.4254 1.5894 -2.3466
H -2.899454 -0.419313 0.515694 1.2445 0.0724 0.3903
H -1.888014 -1.477464 -0.299019 0.6963 -2.4391 -2.1704
H 0.808786 1.656908 -1.460749 -2.4345 2.5953 -0.7314
H 0.675220 -1.269813 -0.315219 0.4646 0.2986 0.8435
H 0.205170 2.301971 -1.634041 2.4483 -2.5863 0.6683
H 2.393180 0.815635 0.100784 0.5109 -1.4681 1.6730
```
Forces are in eV/Å.

Calculated values
HOMO-LUMO gap (spin up / spin down): 6.4 / 7.6 eV
Energy above the lowest of the compared OMol25 structures with the same formula, charge and spin: 354.6 kJ/mol
Multiplicity: 3
Largest force on an atom: 6.3 eV/Å